No. 1
The following is a DFT calculation (the ωB97M-V functional and the def2-TZVPD basis) of the molecule C4H6O.

Last column: Löwdin charge in e.
Cartesian coordinates (Å):
O: -2.36 0.06 -0.06  0.10
C: -0.07 1.10 -0.15  -0.09
C: -1.15 0.02 -0.06  -0.40
C: -0.12 -1.10 0.09  -0.09
C: 0.98 -0.01 0.12  -0.17
H: 1.48 0.08 1.08  0.10
H: 1.75 -0.12 -0.66  0.10
H: -0.15 1.89 0.60  0.11
H: -0.01 1.56 -1.14  0.12
H: -0.09 -1.75 -0.79  0.12
H: -0.25 -1.73 0.98  0.11

LUMO   1.051 eV
Energy relative to the best compared isomer or geometry (same formula, charge and spin)   1.25 kcal per mole
Charge   0
SMILES string   O=C1CCC1
Multiplicity   1
Orbital gap   10.6 eV
HOMO energy   -0.3513 hartree



No. 2
The following is a DFT calculation (the ωB97M-V functional and the def2-TZVPD basis) of a structure of composition C33H26N6O5Ti.

Last column: Löwdin charge in e.
Cartesian coordinates (Å):
Ti: 0.40 -0.24 0.03  1.13
O: -0.84 -1.76 1.77  -0.14
O: 1.32 -0.21 1.69  -0.13
O: 1.73 -0.45 3.88  0.11
O: 0.51 -2.10 -0.49  -0.18
O: 0.73 -4.35 -0.19  0.06
N: 1.99 -2.89 1.12  0.08
N: 0.66 1.44 -1.03  -0.05
N: -1.01 0.96 1.15  0.05
N: 3.20 -1.35 -0.45  0.10
N: -1.34 -0.43 -1.08  0.02
N: 2.23 -0.46 -0.80  -0.12
C: -1.44 -1.03 -2.25  -0.05
C: 3.45 0.81 -4.07  -0.12
C: 3.43 -4.10 2.63  -0.08
C: 0.53 3.71 -0.17  -0.02
C: 1.05 -0.63 2.90  -0.59
C: -0.53 -3.08 1.33  -0.08
C: -1.85 2.33 2.90  0.00
C: -0.26 -1.39 3.03  -0.08
C: 3.11 -2.28 0.45  -0.24
C: -0.03 2.68 -0.91  -0.31
C: -3.14 2.04 2.55  0.02
C: -1.43 5.07 -0.49  -0.10
C: 2.22 -3.76 2.18  -0.08
C: -1.29 2.87 -1.48  -0.04
C: -4.70 0.88 0.96  0.00
C: -3.83 -0.95 -2.17  0.01
C: -4.87 0.17 -0.17  -0.01
C: 4.58 -3.63 1.91  -0.08
C: -2.69 -1.29 -2.84  -0.01
C: -3.38 1.21 1.44  -0.12
C: -2.46 -0.06 -0.44  -0.14
C: -0.16 4.89 0.04  -0.08
C: -0.80 1.76 2.17  -0.07
C: 4.41 -2.80 0.87  -0.02
C: 2.59 1.90 -4.19  -0.12
C: -3.73 -0.30 -0.93  -0.13
C: 0.69 -3.07 0.41  -0.62
C: 2.44 0.24 -1.96  -0.24
C: 3.38 -0.02 -2.96  -0.03
C: 1.56 1.32 -2.09  -0.24
C: 1.65 2.16 -3.20  -0.04
C: -1.99 4.05 -1.26  -0.08
C: -2.28 0.71 0.77  -0.14
H: 0.30 5.68 0.63  0.10
H: -0.09 -2.26 3.65  0.13
H: -5.56 1.25 1.51  0.12
H: -0.98 -0.74 3.53  0.13
H: 3.51 -4.76 3.49  0.10
H: -1.72 2.08 -2.09  0.11
H: 1.33 -4.18 2.63  0.11
H: -2.72 -1.78 -3.80  0.12
H: 2.66 2.55 -5.06  0.09
H: -4.80 -1.16 -2.60  0.12
H: -2.97 4.18 -1.69  0.10
H: 4.18 0.61 -4.84  0.09
H: -3.97 2.45 3.11  0.13
H: -1.63 2.98 3.74  0.12
H: -1.35 -3.39 0.68  0.14
H: 0.23 1.94 2.43  0.14
H: -5.86 -0.05 -0.54  0.12
H: -1.97 5.99 -0.32  0.10
H: -0.51 -1.31 -2.73  0.14
H: 1.19 -4.22 -1.03  0.12
H: 4.05 -0.86 -2.84  0.10
H: -0.49 -3.77 2.17  0.12
H: 5.25 -2.41 0.30  0.11
H: 0.98 3.01 -3.29  0.10
H: 5.57 -3.94 2.21  0.10
H: 1.52 3.55 0.25  0.13

LUMO   -1.115 eV
Energy relative to the best compared isomer or geometry (same formula, charge and spin)   31.54 kcal per mole
Charge   0
Multiplicity   1
Orbital gap   4.6 eV
HOMO energy   -0.2115 hartree



No. 3
The following is a DFT calculation (the ωB97M-V functional and the def2-TZVPD basis) of a structure of composition C12H14BCl3FeN6O2.

Last column: Löwdin charge in e.
Cartesian coordinates (Å):
Fe: -1.01 -0.34 0.21  0.76
Cl: 2.43 0.92 4.93  0.57
Cl: -0.31 -0.01 5.46  0.56
Cl: 1.92 -1.90 5.60  0.60
O: 0.58 0.22 2.66  -0.11
O: 1.49 -1.87 2.86  -0.10
N: 1.23 -0.37 -1.70  -0.02
N: 0.87 -0.92 -0.47  0.01
N: -1.10 0.11 -2.43  0.03
N: 0.20 1.80 -1.14  0.00
N: -1.77 -0.46 -1.32  -0.12
N: -0.29 1.40 0.09  -0.09
C: 1.90 -1.71 -0.10  -0.06
C: 1.30 -0.45 4.83  -1.52
C: 2.44 -0.79 -2.07  -0.06
C: -3.00 -0.83 -1.77  -0.07
C: -3.11 -0.52 -3.11  -0.04
C: 0.35 3.54 0.21  -0.04
C: -0.20 2.47 0.92  -0.09
C: -1.45 -1.77 1.18  -0.16
C: 2.90 -1.68 -1.10  -0.03
C: -1.91 0.09 -3.49  -0.03
C: 1.10 -0.75 3.25  -0.82
C: 0.61 3.07 -1.08  -0.05
B: 0.30 0.74 -2.28  -0.48
H: -0.66 -2.34 1.59  0.03
H: -2.07 -2.20 0.37  0.03
H: 2.89 -0.39 -2.97  0.13
H: 0.72 1.23 -3.28  0.12
H: -1.55 0.52 -4.44  0.15
H: -1.91 0.50 1.14  0.12
H: 0.60 4.50 0.61  0.10
H: 3.84 -2.18 -1.06  0.09
H: -0.45 2.38 1.97  0.12
H: -3.73 -1.29 -1.12  0.13
H: -3.96 -0.71 -3.79  0.12
H: 1.07 3.53 -1.95  0.13
H: -2.18 -1.36 1.91  0.03
H: 1.92 -2.17 0.88  0.09

LUMO (spin up / spin down)   -0.706 / -1.549 eV
Energy relative to the best compared isomer or geometry (same formula, charge and spin)   121.51 kcal per mole
Charge   0
Multiplicity   5
Orbital gap (spin up / spin down)   7.7 / 6.9 eV
HOMO energy (spin up / spin down)   -0.3102 / -0.3111 hartree



No. 4
The following is a DFT calculation (the ωB97M-V functional and the def2-TZVPD basis) of the molecule C6H4O.

Last column: Löwdin charge in e.
Cartesian coordinates (Å):
O: -0.22 -1.36 -0.17  0.06
C: -1.33 0.61 0.04  -0.04
C: 3.28 -0.64 -0.25  0.06
C: 2.06 -0.74 0.08  -0.19
C: 0.13 0.88 0.23  -0.08
C: 0.74 -0.48 0.14  -0.28
C: -1.44 -0.69 -0.20  -0.07
H: 0.66 1.27 -0.65  0.15
H: -2.14 1.32 0.12  0.11
H: -2.29 -1.33 -0.42  0.13
H: 0.43 1.52 1.07  0.14

LUMO   -0.707 eV
Energy relative to the best compared isomer or geometry (same formula, charge and spin)   80.08 kcal per mole
Charge   0
Multiplicity   1
Orbital gap   8.9 eV
HOMO energy   -0.3541 hartree



No. 5
The following is a DFT calculation (the ωB97M-V functional and the def2-TZVPD basis) of a cluster of 2 separate species, C15H14N5O5 in total.

Last column: Löwdin charge in e.
Cartesian coordinates (Å):
O: 2.31 -2.50 -3.95  -0.01
O: 2.57 -0.58 2.18  -0.06
O: 2.55 1.67 1.85  -0.02
O: 2.57 2.99 -2.87  -0.03
O: 0.55 -2.98 -2.47  0.06
N: 1.24 -2.10 -2.97  -0.14
N: 1.13 1.43 -2.11  0.17
N: 2.79 0.93 -3.78  0.20
N: 0.63 0.31 1.49  0.06
N: 2.98 -1.41 -4.40  0.09
C: -2.28 0.49 2.52  -0.05
C: -3.48 1.15 2.23  -0.09
C: -3.09 -1.51 1.40  -0.05
C: 2.39 -0.32 -3.77  -0.29
C: 1.78 3.84 -2.00  -0.05
C: 0.71 0.16 -2.02  0.04
C: 0.36 -1.10 1.58  -0.41
C: 1.93 0.61 1.82  -0.63
C: -0.79 -1.52 2.52  -0.12
C: 1.72 -1.70 1.92  -0.17
C: 2.14 1.73 -2.92  -0.40
C: -2.10 -0.85 2.15  -0.23
C: -4.26 -0.83 1.04  -0.11
C: -4.46 0.48 1.47  -0.12
C: 1.29 -0.74 -2.92  -0.09
H: -1.46 1.00 3.03  0.11
H: 1.89 3.54 -0.95  0.10
H: -5.01 -1.34 0.43  0.09
H: -0.88 -2.61 2.43  0.11
H: 0.72 3.82 -2.29  0.09
H: -2.93 -2.55 1.10  0.10
H: 2.08 -2.24 1.03  0.11
H: 2.17 4.84 -2.13  0.08
H: 0.11 -1.52 0.58  0.11
H: -0.07 -0.17 -1.32  0.13
H: 1.70 -2.36 2.79  0.11
H: -0.49 -1.23 3.54  0.12
H: -3.63 2.17 2.57  0.09
H: -5.38 1.00 1.21  0.09

LUMO   0.856 eV
Charge   -1
Multiplicity   1
Orbital gap   4.8 eV
HOMO energy   -0.1459 hartree



No. 6
The following is a DFT calculation (the ωB97M-V functional and the def2-TZVPD basis) of the ion C3H11N2P2 with charge +1.

Last column: Löwdin charge in e.
Cartesian coordinates (Å):
P: -0.46 0.42 -0.47  0.67
P: 0.11 -1.60 1.66  0.95
N: -1.74 -0.22 -1.25  -0.11
N: 0.42 -0.82 0.25  -0.47
C: -0.98 2.05 0.84  -0.05
C: 1.49 -2.83 1.70  -0.30
C: 0.48 1.37 -1.64  -0.21
H: -1.43 -1.20 -1.50  0.10
H: 1.29 -3.68 2.34  0.04
H: -1.99 0.25 -2.13  0.08
H: -1.30 2.91 0.31  0.02
H: 0.76 0.79 -2.64  0.12
H: -0.19 2.18 -1.92  0.06
H: 1.90 -2.98 0.77  0.00
H: -0.17 2.28 1.39  -0.02
H: 1.41 1.71 -1.37  0.02
H: -1.78 1.55 1.39  0.04
H: 2.18 -2.17 2.27  0.05

LUMO   -5.089 eV
Energy relative to the best compared isomer or geometry (same formula, charge and spin)   16.60 kcal per mole
Charge   +1
SMILES string   C/P=N/P(C)(C)=[NH2+]
Multiplicity   1
Orbital gap   8.5 eV
HOMO energy   -0.4983 hartree